The following is a DFT calculation (ωB97M-V/def2-TZVPD) of a structure of composition C22H36BrIO8PtSSi.

Computed properties:
- LUMO level (alpha / beta): 0.0154 / -0.0682 Eh
- ⟨S²⟩: 2.011
- HOMO energy (alpha / beta): -7.8 / -8.9 eV
- Molar mass: 890.56 g/mol
- ΔE to the lowest compared entry with this formula, charge and spin: 55.7 kJ/mol
- Orbital gap (alpha / beta): 8.27 / 7.06 eV
- Total charge: 0
- Multiplicity: 3

Last column: Löwdin charge in e.
Cartesian coordinates (Å):
1 Pt 0.4113 -0.1119 -0.5484  0.5892
2 O -3.1272 1.7586 0.8701  0.1483
3 C -2.4916 1.0654 -0.0720  -0.5130
4 O -1.5965 1.5125 -0.7491  0.0237
5 C -3.0298 -0.3437 -0.2528  -0.1032
6 O -2.0307 -1.3180 -0.0428  -0.1689
7 C -1.8198 -1.6655 1.3256  -0.1073
8 C -0.9804 -0.6762 2.1252  -0.6418
9 O -0.9399 -0.8100 3.3304  0.0667
10 O -0.3664 0.2465 1.4312  -0.3463
11 H -2.6604 2.6019 0.9793  0.1440
12 H -3.8912 -0.5051 0.3938  0.1363
13 H -3.3255 -0.4337 -1.2954  0.1352
14 H -2.7764 -1.8051 1.8307  0.1344
15 H -1.2876 -2.6139 1.3181  0.1376
16 C 1.0955 -3.5686 -4.5364  -0.0432
17 C -0.0032 -2.8887 -5.3411  -0.6411
18 C -1.2643 -3.7307 -5.3430  -0.0291
19 C 0.4632 -2.6180 -6.7663  -0.0229
20 O -0.3742 -1.6458 -4.7199  -0.1405
21 Si 0.4230 -0.3485 -4.1618  -0.0593
22 S 1.4843 -0.8207 -2.3451  0.3817
23 O -0.6556 0.8172 -3.8155  -0.1441
24 C -1.6210 1.5213 -4.6315  -0.6218
25 C -2.7133 1.9810 -3.6834  -0.0284
26 C -2.2018 0.6119 -5.7099  -0.0300
27 C -0.9338 2.7218 -5.2664  -0.0238
28 O 1.5500 0.0636 -5.2644  -0.1448
29 C 2.7832 0.8233 -5.2426  -0.6333
30 C 3.9283 -0.1480 -4.9842  -0.0320
31 C 2.9151 1.4380 -6.6249  -0.0253
32 C 2.7519 1.9056 -4.1696  -0.0484
33 H 1.3453 -4.5338 -4.9830  0.0919
34 H 0.7703 -3.7290 -3.5057  0.0848
35 H 2.0011 -2.9520 -4.5174  0.0712
36 H -1.0752 -4.6990 -5.8119  0.0897
37 H -2.0544 -3.2199 -5.8970  0.0869
38 H -1.6067 -3.8958 -4.3193  0.0905
39 H 0.7174 -3.5569 -7.2649  0.0907
40 H 1.3403 -1.9675 -6.7649  0.0743
41 H -0.3301 -2.1235 -7.3334  0.0897
42 H -3.2274 1.1146 -3.2563  0.0824
43 H -3.4408 2.5992 -4.2139  0.0926
44 H -2.2770 2.5524 -2.8629  0.0786
45 H -2.6396 -0.2852 -5.2673  0.0890
46 H -1.4289 0.3018 -6.4212  0.0856
47 H -2.9767 1.1527 -6.2598  0.0924
48 H -0.5628 3.4041 -4.4971  0.0931
49 H -1.6370 3.2621 -5.9047  0.0914
50 H -0.0941 2.3920 -5.8833  0.0710
51 H 3.9543 -0.9160 -5.7625  0.0894
52 H 3.8034 -0.6354 -4.0138  0.0523
53 H 4.8840 0.3842 -4.9835  0.0892
54 H 2.9126 0.6533 -7.3860  0.0892
55 H 3.8493 2.0025 -6.7038  0.0919
56 H 2.0807 2.1159 -6.8235  0.0795
57 H 2.7578 1.4682 -3.1682  0.0245
58 H 1.8588 2.5232 -4.2669  0.0822
59 H 3.6295 2.5493 -4.2657  0.0905
60 Br 3.9953 3.0369 -0.8399  0.7488
61 C 4.6810 1.2752 -0.8970  -0.7359
62 C 5.7319 1.0279 -1.7710  -0.1399
63 C 6.2661 -0.2483 -1.8721  -0.0807
64 C 5.7531 -1.2807 -1.1021  -0.0768
65 C 4.7028 -1.0356 -0.2308  -0.1586
66 C 4.1645 0.2410 -0.1197  -0.7201
67 I 2.5218 0.4787 1.1463  1.1615
68 H 6.1266 1.8401 -2.3677  0.1020
69 H 7.0824 -0.4326 -2.5607  0.1100
70 H 6.1659 -2.2800 -1.1778  0.1093
71 H 4.2874 -1.8404 0.3636  0.0976

Cartesian forces (eV/Å) of the 2 atoms listed first:
Pt -0.0041 -0.1004 0.1902
O 0.0086 0.0197 0.0777

The following is a DFT calculation (ωB97M-V/def2-TZVPD) of a cluster of 7 separate species, C22H36Cl6O12 in total.

Computed properties:
- LUMO level: 0.0036 Eh
- HOMO energy: -10.6 eV
- Molar mass: 705.24 g/mol
- ΔE to the lowest compared entry with this formula, charge and spin: 0.0 kJ/mol
- Orbital gap: 10.74 eV
- Total charge: 0

Last column: Löwdin charge in e.
Cartesian coordinates (Å):
1 C 3.3127 4.3857 2.1993  -0.0426
2 C 2.5712 4.8769 3.4228  -0.3231
3 C 3.5013 5.4348 4.5318  -0.0951
4 O 3.2286 6.8255 4.5867  0.0688
5 C 2.2778 7.1400 3.6714  -0.5564
6 O 1.9021 8.2432 3.4339  0.1657
7 O 1.7825 6.0235 3.0946  0.0874
8 H 2.6452 3.9697 1.4512  0.0392
9 H 4.0868 3.6813 2.5135  0.0715
10 H 3.8739 5.2038 1.7355  0.0984
11 H 2.0062 4.0532 3.8539  0.0854
12 H 4.5462 5.1646 4.3890  0.1293
13 H 3.1959 5.0232 5.4966  0.1292
14 C -2.6773 -1.6983 -2.4250  -0.0358
15 C -3.3582 -2.1535 -3.6925  -0.3042
16 C -4.4995 -3.1753 -3.4982  -0.0877
17 O -5.6774 -2.4663 -3.8672  0.0669
18 C -5.3459 -1.2947 -4.4681  -0.5629
19 O -6.1234 -0.5865 -5.0095  0.1702
20 O -4.0290 -1.0476 -4.3117  0.0715
21 H -2.1087 -2.5363 -2.0132  0.0844
22 H -3.3911 -1.3834 -1.6647  0.0825
23 H -1.9959 -0.8641 -2.5874  0.0501
24 H -2.6184 -2.5902 -4.3677  0.1445
25 H -4.5480 -3.5992 -2.4946  0.1329
26 H -4.3733 -4.0278 -4.1750  0.1276
27 C 1.9081 -5.5246 -2.1649  -0.0182
28 C 2.4622 -4.1804 -1.7666  -0.3026
29 C 1.7701 -2.9719 -2.4209  -0.0782
30 O 1.6255 -2.0422 -1.3457  0.0605
31 C 1.8689 -2.6505 -0.1674  -0.5618
32 O 1.7248 -2.1715 0.9055  0.1384
33 O 2.2970 -3.9141 -0.3689  0.0943
34 H 2.4456 -5.9872 -2.9934  0.0877
35 H 0.8710 -5.4524 -2.5012  0.0830
36 H 1.9460 -6.2338 -1.3389  0.0909
37 H 3.5265 -4.1101 -2.0094  0.1539
38 H 0.8090 -3.1704 -2.8996  0.1253
39 H 2.3855 -2.5247 -3.2035  0.1351
40 C -0.2330 -1.8659 3.8256  -0.0291
41 C -1.4483 -2.6707 3.4115  -0.2882
42 C -2.7811 -2.1177 3.9168  -0.0588
43 O -3.6402 -2.2450 2.7568  0.0571
44 C -2.9083 -2.4885 1.6483  -0.5908
45 O -3.3610 -2.5195 0.5584  0.1518
46 O -1.6057 -2.5738 1.9700  0.0644
47 H 0.6632 -2.3459 3.4314  0.0720
48 H -0.1309 -1.7955 4.9105  0.0968
49 H -0.2876 -0.8452 3.4406  0.0736
50 H -1.2559 -3.7318 3.6053  0.1566
51 H -2.6978 -1.0595 4.1666  0.1365
52 H -3.2595 -2.7164 4.6878  0.1350
53 Cl 2.0411 1.4223 3.7396  0.5861
54 C 3.0195 -0.0273 3.2095  -0.5914
55 C 3.7068 0.2976 1.9067  -0.6193
56 Cl 4.8498 -1.0590 1.5369  0.5605
57 H 2.3638 -0.8866 3.1582  0.0364
58 H 3.7300 -0.0865 4.0260  0.0617
59 H 4.3970 1.1228 2.0396  0.0512
60 H 3.0087 0.4467 1.0922  0.0561
61 Cl -2.0018 1.0899 0.7928  0.5783
62 C -0.3061 0.5844 0.5722  -0.6675
63 C 0.3615 1.2926 -0.5719  -0.6649
64 Cl 0.5129 3.0433 -0.2952  0.5736
65 H -0.3408 -0.4795 0.3533  0.0517
66 H 0.2152 0.6456 1.5272  0.0332
67 H -0.1893 1.1333 -1.4955  0.0143
68 H 1.3603 0.8924 -0.7312  0.0607
69 Cl -1.9164 1.9319 -3.5326  0.6019
70 C -1.6210 3.1917 -4.7466  -0.6896
71 C -2.8716 3.7496 -5.3946  -0.6210
72 Cl -2.3529 5.1923 -6.3339  0.5374
73 H -1.0539 2.6832 -5.5337  0.0647
74 H -0.8945 3.9294 -4.4195  0.0643
75 H -3.5665 4.1027 -4.6384  0.0686
76 H -3.3299 3.0938 -6.1216  0.0702

Cartesian forces (eV/Å) of the 2 atoms listed first:
C 0.5523 0.4845 0.0055
C 1.0959 0.2292 0.2164

The following is a DFT calculation (ωB97M-V/def2-TZVPD) of a cluster of 2 separate species, C22H36ClNO8P2 in total.

Computed properties:
- LUMO level: 0.0052 Eh
- HOMO energy: -9.1 eV
- Molar mass: 539.93 g/mol
- ΔE to the lowest compared entry with this formula, charge and spin: 286.4 kJ/mol
- Orbital gap: 9.23 eV
- Total charge: 0

Last column: Löwdin charge in e.
Cartesian coordinates (Å):
1 C 1.3608 0.6960 4.7986  -0.0885
2 C 1.0290 0.1074 3.3572  -0.2411
3 N 1.2616 1.1099 2.2909  0.0139
4 C 2.4220 0.8261 1.4446  -0.2577
5 O 3.4916 0.5132 2.3682  0.0295
6 C 4.1401 -0.6876 2.0393  -0.4337
7 O 4.8235 -1.3481 2.7458  0.1426
8 C 3.7800 -0.8794 0.4998  -0.3885
9 P 4.1594 -2.5301 -0.2996  0.8849
10 P 3.4854 -4.2033 0.9366  0.3358
11 O 4.5531 -5.2529 0.9100  -0.3621
12 O 3.0883 -3.7780 2.4767  -0.1871
13 O 2.0617 -4.7984 0.2728  -0.2074
14 C 2.3331 -0.2237 0.2674  -0.3092
15 C 2.4124 0.2519 -1.2385  -0.1113
16 C 1.5779 1.5212 -1.5744  -0.7194
17 O 0.8842 2.1395 -0.8368  0.0530
18 Cl 1.6499 2.0771 -3.3220  0.5931
19 C 1.3006 -1.4123 0.3317  -0.0940
20 C -0.2311 -0.9450 0.2505  -0.3318
21 C -0.8242 -1.4833 -1.1326  -0.0283
22 O -0.8630 -1.5174 1.3967  -0.1578
23 C -2.2514 -1.1893 1.4906  -0.1546
24 C -3.0330 -2.5577 1.6066  -0.1441
25 C -4.3268 -2.6406 2.2803  -0.0478
26 C -5.0433 -3.9027 2.3433  -0.0889
27 C -4.5282 -5.1351 1.7492  -0.0870
28 C -3.2196 -5.0774 1.1043  -0.0733
29 C -2.4850 -3.8025 1.0415  -0.0254
30 H 0.5060 1.3144 5.1909  0.0695
31 H 1.5361 -0.1660 5.5069  0.0749
32 H 2.2676 1.3488 4.7954  0.0680
33 H -0.0842 -0.0835 3.3811  0.1068
34 H 1.5038 -0.8898 3.1872  0.1084
35 H 0.4245 1.3263 1.7568  0.1012
36 H 2.7285 1.8319 1.0409  0.1654
37 H 4.5712 -0.2097 0.0384  0.1283
38 H 5.5900 -2.6473 -0.3432  -0.0421
39 H 3.5496 -4.3626 3.1118  0.0972
40 H 2.2992 -5.0305 -0.6454  0.0677
41 H 1.9771 -0.5822 -1.8624  0.1187
42 H 3.4464 0.4132 -1.6360  0.1243
43 H 1.4488 -1.9472 1.3109  0.1142
44 H 1.4175 -2.1592 -0.5003  0.0908
45 H -0.3262 0.1768 0.1838  0.1286
46 H -1.0988 -2.5658 -1.0937  0.0766
47 H -1.7320 -0.8966 -1.4386  0.0848
48 H -0.0595 -1.3716 -1.9542  0.0777
49 H -2.4643 -0.5769 2.4178  0.1297
50 H -2.6496 -0.5939 0.6303  0.1284
51 H -4.7306 -1.7044 2.7332  0.1059
52 H -6.0309 -3.9590 2.8588  0.0951
53 H -5.0647 -6.1099 1.7586  0.0950
54 H -2.7557 -5.9748 0.6243  0.0977
55 H -1.4930 -3.8441 0.5420  0.0878
56 C -1.1728 7.0175 -5.0498  -0.0824
57 C -2.2690 6.7900 -4.0227  -0.2818
58 O -3.0712 5.6525 -4.2949  -0.1617
59 C -2.4020 4.4020 -4.3065  -0.2793
60 C -1.7664 4.0420 -2.9746  -0.0863
61 H -1.5862 7.0218 -6.0605  0.0820
62 H -0.6717 7.9700 -4.8677  0.0760
63 H -0.4164 6.2303 -5.0091  0.0648
64 H -2.9444 7.6476 -4.0327  0.1174
65 H -1.8537 6.7316 -3.0106  0.1068
66 H -1.6647 4.3709 -5.1158  0.1068
67 H -3.1600 3.6540 -4.5480  0.1179
68 H -0.9319 4.7057 -2.7373  0.0671
69 H -1.3818 3.0209 -2.9997  0.0545
70 H -2.4933 4.1287 -2.1642  0.0838

Cartesian forces (eV/Å) of the 2 atoms listed first:
C 0.1354 -0.4998 -0.1549
C -1.5033 0.5204 1.2234